Entry 1:
Molecular formula: C4H32N2O14
Method: DFT, ωB97M-V/def2-TZVPD

XYZ file:
```
52
Properties=species:S:1:pos:R:3
O 2.2559 -3.1326 0.7504
C 1.1818 -2.9559 0.2127
N 0.1180 -3.9214 0.4988
C -1.2581 -3.7274 0.2742
O -1.9397 -3.9532 1.2478
C 1.0041 -1.7961 -0.7848
N 0.0268 -0.7609 -0.2755
C 0.2933 -0.0943 0.9884
H 0.3088 -4.3581 1.4626
H -1.7224 -3.5013 -0.6678
H 2.0905 -1.4583 -1.1197
H 0.6036 -2.2258 -1.6679
H 0.2564 -0.0198 -1.1435
H -0.6430 0.1623 1.4376
H 0.5893 0.9014 0.7374
H 0.8876 -0.6152 1.7522
H -1.2187 4.2039 2.2156
H -0.8221 3.0745 1.2354
O -1.3936 3.7581 1.4686
H -2.8117 3.3533 0.4882
H -2.9801 2.9438 -0.8191
O -3.5033 3.4727 -0.1940
H -1.1595 -1.9262 -1.4229
H -2.4583 -1.4750 -1.7788
O -1.9145 -2.1561 -1.9608
H -4.2910 1.4794 -0.3484
H -3.9228 0.1003 -1.0085
O -3.9111 0.5447 -0.2107
H -2.2433 -0.4791 -3.1996
H -3.5595 0.0793 -3.4385
O -2.6066 0.2001 -3.7221
H 2.2294 2.9792 2.8942
H 0.9126 2.6929 3.0107
O 1.3136 3.4827 3.0058
H 4.8207 -0.7631 0.5096
H 3.4340 -1.2527 1.1375
O 4.0820 -0.5376 1.0574
H -1.1408 2.3888 -2.9868
H -1.0913 1.6589 -1.5140
O -1.4873 2.2321 -2.1719
H -0.7302 -0.9455 4.3298
H -1.1651 -2.1587 3.6867
O -0.4277 -1.7707 4.1248
H 3.9795 0.9179 -2.0510
H 3.9875 -0.4689 -2.5762
O 3.8910 0.4312 -2.8312
H 3.0765 1.1389 1.6962
H 3.4213 1.0058 3.2529
O 2.6703 1.2010 2.6634
H 0.3733 0.6247 -3.1670
H 1.7338 0.6170 -2.7166
O 0.8602 0.8089 -2.3617
```

highest occupied orbital energy: -0.3664 Ha
electronic energy: -1334.332269 Ha
F_max: 5.79 eV/A
E_LUMO: -0.45 eV
orbital gap: 0.3500 Ha
ΔE to the lowest compared entry with this formula, charge and spin: 138.3 kcal/mol
multiplicity: 1

***

Entry 2:
Molecular formula: C6H10O
Method: DFT, ωB97M-V/def2-TZVPD

XYZ file:
```
17
Properties=species:S:1:pos:R:3
C 1.6859 1.1551 -0.9325
C 0.7665 1.7260 -0.1620
O -0.5199 1.3052 -0.0402
C -0.8042 -0.0432 -0.4412
C -2.0852 -0.4432 0.2781
C 0.2755 -1.0512 -0.0798
C 0.8641 -1.1418 1.1054
H 1.4017 0.4243 -1.6742
H 2.7438 1.3017 -0.7730
H 0.9705 2.5558 0.5089
H -0.9630 -0.0541 -1.5297
H -2.9208 0.2159 0.0305
H -1.9005 -0.4066 1.3561
H -2.3477 -1.4737 0.0187
H 0.5478 -1.7481 -0.8697
H 0.6914 -0.4060 1.8880
H 1.5940 -1.9161 1.3166
```

highest occupied orbital energy: -0.3156 Ha
electronic energy: -309.781792 Ha
F_max: 0.60 eV/A
E_LUMO: 1.12 eV
orbital gap: 0.3567 Ha
ΔE to the lowest compared entry with this formula, charge and spin: 38.0 kcal/mol
multiplicity: 1

***

Entry 3:
Molecular formula: C29H39BBrF4NOPZr
Method: DFT, ωB97M-V/def2-TZVPD

XYZ file:
```
78
Properties=species:S:1:pos:R:3
Zr 0.0989 0.8404 -0.9983
C -3.4838 -1.0650 -0.8258
C -3.7480 0.1376 0.0783
C -4.8804 -0.1694 1.0548
P -2.1575 0.7017 0.8453
C -2.6688 1.9684 2.0836
C -1.5445 2.3407 3.0472
C -3.2274 3.1948 1.3628
C -1.5339 -0.6915 1.8314
C -2.1691 -1.2115 2.9579
C -1.6596 -2.3060 3.6445
C -2.3627 -2.8729 4.8466
C -0.4783 -2.8774 3.1730
C 0.1869 -2.3698 2.0708
C -0.3313 -1.2648 1.4006
N 0.3288 -0.6715 0.3093
C 1.4291 -1.3187 -0.3483
C 1.1874 -2.2874 -1.3411
C -0.1922 -2.8012 -1.6446
C 2.2727 -2.8083 -2.0359
C 3.5755 -2.4210 -1.7567
C 4.7304 -2.9450 -2.5572
C 3.7965 -1.5182 -0.7158
C 2.7522 -0.9663 -0.0034
C 3.0348 0.0167 1.0986
H -4.4119 -1.3678 -1.3120
H -3.1170 -1.9168 -0.2482
H -2.7700 -0.8351 -1.6179
H -4.0395 0.9788 -0.5560
H -4.6362 -1.0209 1.6915
H -5.7726 -0.4366 0.4865
H -5.1444 0.6783 1.6864
H -3.4676 1.5055 2.6680
H -0.7822 2.9357 2.5456
H -1.0733 1.4636 3.4931
H -1.9434 2.9517 3.8579
H -2.4679 3.6494 0.7209
H -3.5447 3.9450 2.0883
H -4.0876 2.9524 0.7382
H -3.0831 -0.7530 3.3175
H -3.1763 -2.2259 5.1710
H -1.6738 -2.9956 5.6827
H -2.7839 -3.8546 4.6239
H -0.0631 -3.7352 3.6890
H 1.1110 -2.8217 1.7316
H -0.9768 -2.1536 -1.2614
H -0.3312 -3.7783 -1.1767
H -0.3349 -2.9280 -2.7175
H 2.0909 -3.5358 -2.8191
H 4.4453 -3.8090 -3.1544
H 5.5603 -3.2267 -1.9094
H 5.0959 -2.1699 -3.2348
H 4.8133 -1.2330 -0.4703
H 4.0224 -0.1611 1.5201
H 2.3038 -0.0621 1.9065
H 3.0363 1.0379 0.7046
F -0.8956 2.5605 -2.0477
B -1.6616 1.7951 -3.0511
F -0.9896 0.4107 -2.7778
F -2.9345 1.6728 -2.6291
F -1.4162 2.1781 -4.2940
C 1.0184 3.7313 0.6354
O 0.7125 2.3162 0.5758
H 2.0890 3.8722 0.7609
H 0.4769 4.1842 1.4623
H 0.6868 4.1627 -0.3042
H 0.9924 1.8612 1.3815
Br 5.5533 1.9206 -5.0817
C 4.1082 1.7153 -3.8841
C 3.9314 2.6299 -2.8574
C 2.8708 2.4663 -1.9784
C 1.9744 1.3980 -2.0792
C 2.1946 0.5023 -3.1353
C 3.2367 0.6514 -4.0393
H 4.6144 3.4619 -2.7517
H 2.7674 3.2068 -1.1950
H 1.5443 -0.3575 -3.2828
H 3.3724 -0.0520 -4.8500
```

highest occupied orbital energy: -0.4072 Ha
electronic energy: -4645.313854 Ha
F_max: 0.64 eV/A
E_LUMO: -3.07 eV
orbital gap: 0.2944 Ha
ΔE to the lowest compared entry with this formula, charge and spin: 0.0 kcal/mol
total charge: +1
multiplicity: 1

***

Entry 4:
Molecular formula: C3H6ClNO2
Method: DFT, ωB97M-V/def2-TZVPD

XYZ file:
```
13
Properties=species:S:1:pos:R:3
C 0.8175 1.3485 -0.9977
C 0.0568 0.7592 0.1575
N 0.0325 -0.5469 0.2003
O 0.5373 -1.3786 -0.5093
O -0.8034 -1.1403 1.4082
C -1.2476 -2.5066 1.7352
Cl 0.0047 -2.9727 2.9773
H 0.4379 2.3567 -1.1388
H 1.9735 1.3431 -0.7339
H 0.7067 0.9241 -2.0177
H -0.2711 1.3450 0.8991
H -1.0765 -3.1190 0.8145
H -2.1072 -2.4955 2.3109
```

highest occupied orbital energy: -0.3399 Ha
electronic energy: -783.154357 Ha
F_max: 6.39 eV/A
E_LUMO: 0.87 eV
orbital gap: 0.3719 Ha
ΔE to the lowest compared entry with this formula, charge and spin: 124.6 kcal/mol
multiplicity: 1

***

Entry 5:
Molecular formula: C6H12N2
Method: DFT, ωB97M-V/def2-TZVPD

XYZ file:
```
20
Properties=species:S:1:pos:R:3
C -1.9694 0.3061 -0.3355
C -1.5178 -1.2000 -0.2718
C 0.0081 -0.8482 -0.1673
C 1.5137 -1.1713 -0.0101
N 1.9557 0.2373 -0.3075
C 0.8213 1.5026 -0.3426
C -0.8150 1.1353 0.3649
N -0.2411 -0.1372 1.1498
H -2.6402 0.7724 0.2838
H -2.1893 0.7471 -1.4080
H -1.6333 -1.4879 -1.4856
H -1.7700 -1.7891 0.6795
H 0.1945 -0.1495 -0.9547
H 1.6746 -1.4992 1.1607
H 1.7932 -2.0262 -0.6629
H 3.0236 0.3126 0.0150
H 0.7837 1.6550 -1.4168
H 1.0814 2.2942 0.2311
H -1.3232 1.9444 0.8265
H 0.7565 0.1780 1.4097
```

highest occupied orbital energy: -0.3180 Ha
electronic energy: -345.035439 Ha
F_max: 5.63 eV/A
E_LUMO: 1.08 eV
orbital gap: 0.3575 Ha
ΔE to the lowest compared entry with this formula, charge and spin: 183.5 kcal/mol
multiplicity: 1

***

Entry 6:
Molecular formula: C42H78N10
Method: DFT, ωB97M-V/def2-TZVPD

XYZ file:
```
130
Properties=species:S:1:pos:R:3
C 4.6834 0.8890 4.8796
C 3.3243 0.7005 5.6316
N 2.3956 1.7968 5.3949
C 1.7691 1.8849 4.0886
C 0.6843 0.8844 3.8793
C 2.7533 3.0377 6.0406
C 2.5039 2.8660 7.5365
H 5.2822 1.3419 5.6491
H 4.6254 1.4752 3.9860
H 5.1305 -0.0975 4.6739
H 2.8049 -0.2588 5.3236
H 3.5728 0.5298 6.6954
H 1.3176 2.9074 4.0326
H 2.5221 1.8024 3.2661
H 0.4307 0.8361 2.8408
H 1.0305 -0.1377 4.2712
H -0.1911 1.0777 4.5618
H 2.1604 3.8287 5.6249
H 3.7830 3.3288 5.8364
H 3.0131 1.9086 7.7822
H 1.4347 2.7613 7.8306
H 2.8754 3.6126 8.2342
C -0.0286 0.8719 -7.7291
C -0.3187 -0.3101 -6.7508
C -1.6980 -0.3215 -6.0834
C -1.8520 0.3926 -4.7898
N -2.0810 0.9609 -3.8252
H -0.1652 1.8036 -7.2567
H -0.7291 0.8402 -8.5951
H 0.9364 0.8174 -8.1120
H 0.5272 -0.3950 -6.0597
H -0.3089 -1.2093 -7.4375
H -2.1279 -1.3095 -5.9141
H -2.3554 0.2101 -6.8001
C -1.7889 -3.8280 2.7923
C -2.3395 -2.4146 2.4220
C -3.4943 -1.9742 3.4050
C -4.5597 -2.9702 3.5700
N -5.4774 -3.6468 3.5761
H -2.5783 -4.5243 2.9002
H -1.2071 -3.7871 3.7113
H -1.1733 -4.2060 1.9492
H -2.8245 -2.5433 1.4073
H -1.6355 -1.5812 2.2665
H -3.8333 -1.0354 3.0412
H -3.1104 -1.8198 4.3939
C -5.2837 -2.3668 -1.0153
C -5.7547 -1.6429 -2.2766
C -5.0952 -0.3010 -2.4543
C -5.2458 0.4582 -1.1746
N -5.3447 0.8687 -0.1076
H -5.2956 -1.7475 -0.0481
H -4.2602 -2.7105 -1.2730
H -5.9091 -3.2365 -0.8401
H -6.9004 -1.5356 -2.2005
H -5.6369 -2.2612 -3.1821
H -5.5127 0.2720 -3.2456
H -4.0049 -0.3994 -2.6931
C -0.3002 -5.3790 -4.4198
C 0.3910 -4.7318 -3.2427
C 0.0017 -3.2877 -2.8036
C -1.3434 -2.8724 -3.2198
N -2.4213 -2.5095 -3.3517
H 0.0889 -4.9732 -5.3474
H -1.3146 -5.1941 -4.3476
H -0.1363 -6.4543 -4.3330
H 1.4954 -4.8240 -3.2358
H 0.1108 -5.3155 -2.3973
H 0.6613 -2.5566 -3.3000
H -0.0090 -3.1981 -1.7022
C 1.8252 -2.2516 1.5730
C 2.0085 -3.7246 1.7761
C 3.3388 -4.3030 1.3059
C 4.5700 -3.5868 1.8402
N 5.4800 -2.9965 2.2112
H 0.7990 -1.9125 1.7873
H 2.0843 -2.0868 0.5896
H 2.5375 -1.6355 2.2060
H 1.2700 -4.2835 1.2392
H 1.8734 -3.9932 2.8683
H 3.4708 -4.2609 0.2209
H 3.4024 -5.3058 1.6193
C 4.4454 1.5740 -0.0139
C 3.8889 0.2002 -0.4139
C 4.6284 -0.3696 -1.6152
C 3.9936 -1.6171 -2.1565
N 3.5602 -2.5758 -2.6066
H 4.4583 2.2390 -0.8358
H 5.4882 1.5493 0.3252
H 3.8716 2.0209 0.8172
H 2.8049 0.2493 -0.6196
H 3.8925 -0.5177 0.4564
H 5.6469 -0.6728 -1.2291
H 4.6586 0.2871 -2.4480
C 1.7639 4.9453 -4.7687
C 2.4081 4.5954 -3.4137
C 3.4056 3.4402 -3.2906
C 3.0082 2.1545 -3.8338
N 2.6451 1.1855 -4.3249
H 1.2154 4.0548 -5.0857
H 2.3302 5.3317 -5.6534
H 1.0025 5.7415 -4.5131
H 1.5804 4.4970 -2.6510
H 2.9672 5.4163 -2.9489
H 3.6121 3.2837 -2.2284
H 4.4651 3.6306 -3.5858
C -4.6752 4.5874 3.7336
C -5.1863 3.7558 2.5461
C -4.0782 2.9754 1.8887
C -3.2703 2.2408 2.8843
N -2.5898 1.6520 3.6028
H -3.7454 5.0940 3.5048
H -4.6184 3.9038 4.6150
H -5.2857 5.4269 4.0536
H -5.6080 4.3841 1.7400
H -5.9056 2.9886 2.8160
H -3.4512 3.7215 1.3673
H -4.4713 2.3037 1.0642
C -1.9518 0.5050 0.0036
C -0.8070 -0.1629 -0.7272
C 0.0977 0.7664 -1.4821
C 0.6798 1.8670 -0.7989
N 1.1949 2.7306 -0.2698
H -2.4611 -0.2420 0.6446
H -2.5817 0.9998 -0.7302
H -1.5766 1.2298 0.7458
H -1.2260 -0.8815 -1.4807
H -0.2189 -0.7156 0.0133
H -0.3007 1.2312 -2.3903
H 0.9725 0.2381 -1.8739
```

highest occupied orbital energy: -0.2824 Ha
electronic energy: -2194.526549 Ha
F_max: 3.10 eV/A
E_LUMO: 0.39 eV
orbital gap: 0.2969 Ha
multiplicity: 1

***

Entry 7:
Molecular formula: H26O13
Method: DFT, ωB97M-V/def2-TZVPD

XYZ file:
```
39
Properties=species:S:1:pos:R:3
H -0.4095 0.2775 1.0884
H 0.6967 0.9690 0.3086
H -1.7490 1.4273 0.6277
H -3.0000 1.1389 -0.1859
H -5.5847 -1.7384 0.3560
H -4.2874 -0.9924 0.0905
H 3.2756 3.6566 -1.1803
H 4.4107 2.9994 -1.9483
H -2.0009 3.4224 3.3341
H -0.6015 3.7350 2.8304
H -0.8580 -2.8296 1.4849
H -1.8171 -2.0175 0.6301
H 1.7154 0.2097 -3.4644
H 1.1647 -0.0921 -2.0803
H -2.3718 2.9664 -2.0135
H -3.6545 3.7558 -1.8093
H 4.3344 -1.8773 -2.1438
H 3.2433 -1.8962 -1.0859
H 3.9362 0.4948 1.9594
H 4.7979 -0.3636 2.8708
H 2.0608 -0.5110 2.7731
H 1.0750 -1.1558 1.8127
H 0.0520 -5.2627 -0.9826
H 0.6679 -4.2795 -0.0008
H -2.0348 -1.1039 -2.5263
H -3.2565 -0.8728 -1.6521
O 0.3946 0.0975 0.5883
O -2.0525 0.9641 -0.1612
O -5.2374 -0.8567 0.1800
O 4.2316 3.5348 -1.1670
O -1.4433 3.3581 2.5506
O -1.3388 -1.9944 1.4665
O 1.8324 -0.3816 -2.7123
O -2.7475 3.6841 -1.4912
O 3.9308 -1.3327 -1.4586
O 3.9225 -0.3228 2.4695
O 1.2501 -1.0319 2.7523
O -0.1562 -4.4814 -0.4580
O -2.3912 -1.2974 -1.6519
```

highest occupied orbital energy: -0.3500 Ha
electronic energy: -993.644306 Ha
F_max: 1.07 eV/A
E_LUMO: 0.01 eV
orbital gap: 0.3505 Ha
ΔE to the lowest compared entry with this formula, charge and spin: 80.9 kcal/mol
multiplicity: 1

***

Entry 8:
Molecular formula: C14H41F4N3O9P
Method: DFT, ωB97M-V/def2-TZVPD

XYZ file:
```
72
Properties=species:S:1:pos:R:3
N -1.8559 2.0912 -0.0531
P -2.2175 1.6102 1.4154
C -0.6841 1.4318 2.4741
N 0.2681 2.3916 2.9076
C 1.2383 1.8381 3.6514
F 2.3155 2.3926 4.2033
N 1.0373 0.4940 3.7885
C -0.1422 0.2353 3.0628
C -0.7277 -1.2224 2.9095
C 0.0989 -1.9019 1.7317
O 1.5256 -1.8536 1.9554
C -0.1383 -1.2484 0.3323
F 0.5536 -0.0916 0.1342
F -1.4696 -1.1148 0.0477
F 0.3611 -2.1386 -0.6169
H -2.3622 2.9827 -0.1529
H -3.0752 2.5173 2.1043
H -2.8963 0.3494 1.4407
H 0.2223 3.3798 2.6472
H 1.5711 -0.2284 4.2721
H -1.8058 -1.1403 2.6142
H -0.6375 -1.7961 3.8720
H -0.1569 -2.9960 1.7000
H 1.6126 -1.9367 2.9207
C 4.7137 -0.1481 3.5039
O 4.4786 -0.9045 4.6891
H 4.3472 -0.7152 2.6491
H 4.1780 0.8035 3.5656
H 5.7828 0.0349 3.3834
H 4.8092 -0.3861 5.4316
C 1.6196 -3.1399 -3.8540
O 1.5646 -1.9005 -3.1504
H 2.1580 -2.9914 -4.7883
H 2.1456 -3.8828 -3.2461
H 0.6086 -3.4845 -4.0706
H 1.0845 -2.0594 -2.3293
C -2.7075 3.5535 -3.2615
O -3.6529 3.2385 -2.2411
H -1.7514 3.1020 -3.0049
H -3.0511 3.1531 -4.2188
H -2.5869 4.6362 -3.3320
H -4.4885 3.6482 -2.4902
C 5.1647 -3.1049 -2.3500
O 4.2377 -3.4317 -1.3253
H 6.1365 -3.5236 -2.0936
H 4.8290 -3.5290 -3.2996
H 5.2502 -2.0187 -2.4345
H 3.3895 -3.0485 -1.5796
C -0.9330 -2.7227 -6.8032
O -0.7143 -3.8983 -6.0313
H -0.0155 -2.4814 -7.3370
H -1.7351 -2.8951 -7.5250
H -1.1975 -1.8897 -6.1466
H -1.5372 -4.0923 -5.5692
C 0.2097 6.2890 -4.2423
O -0.0442 5.5291 -3.0653
H -0.1726 5.7391 -5.1005
H -0.2969 7.2552 -4.1786
H 1.2850 6.4416 -4.3623
H 0.3013 6.0330 -2.3210
C -1.3828 -5.3378 2.7593
O -1.4446 -4.0974 3.4654
H -0.8426 -5.1826 1.8264
H -0.8562 -6.0812 3.3604
H -2.3923 -5.6883 2.5364
H -1.9259 -4.2607 4.2846
C -4.8759 3.9374 4.0332
O -3.6589 3.2118 4.2138
H -5.6019 3.2847 3.5520
H -5.2647 4.2564 5.0018
H -4.6987 4.8092 3.3993
H -3.0339 3.8082 4.6410
```

highest occupied orbital energy: -0.4175 Ha
electronic energy: -2139.817121 Ha
F_max: 4.93 eV/A
E_LUMO: -2.93 eV
orbital gap: 0.3098 Ha
ΔE to the lowest compared entry with this formula, charge and spin: 24.6 kcal/mol
total charge: +1
multiplicity: 1

***

Entry 9:
Molecular formula: C19H35IN4OS4Si2Sr
Method: DFT, ωB97M-V/def2-TZVPD

XYZ file:
```
67
Properties=species:S:1:pos:R:3
Sr 0.3889 -0.7729 -1.0403
N 0.9348 -2.6596 0.7375
C 0.5388 -2.5888 2.1364
C 1.4880 -1.6639 2.9123
N 1.7790 -0.4512 2.1805
C 1.2999 0.8177 2.6630
C -0.0174 1.2743 2.0252
N 0.2225 1.4879 0.6069
H 0.0756 -2.6792 0.1931
H 1.3657 -3.5426 0.4934
H 0.4847 -3.5844 2.5957
H -0.4641 -2.1613 2.1925
H 2.4126 -2.2003 3.1613
H 1.0199 -1.3945 3.8686
H 2.6833 -0.4124 1.7414
H 2.0414 1.5787 2.3938
H 1.2157 0.8295 3.7625
H -0.3559 2.1820 2.5510
H -0.7950 0.5154 2.1443
H 1.0214 2.0958 0.4544
H -0.5601 1.9424 0.1356
C -1.0517 5.3899 0.1294
Si -2.1522 4.3474 -1.0188
C -3.3831 3.4564 0.1383
C -3.1783 5.6790 -1.9423
C -1.1607 3.1799 -2.0222
C -1.7962 1.9594 -2.4362
C -3.1781 1.9167 -2.7886
C -3.7847 0.7503 -3.1707
C -3.0458 -0.4330 -3.1785
C -1.7444 -0.3414 -2.7662
N -1.0963 0.7962 -2.4665
Si 0.4452 3.7379 -2.7250
C 1.1834 2.5675 -4.0168
C 0.2122 5.3750 -3.6998
C 1.7963 4.2122 -1.4567
H -1.6846 5.9970 0.7820
H -0.3907 6.0653 -0.4150
H -0.4215 4.7518 0.7504
H -3.2206 3.7889 1.1666
H -3.2667 2.3735 0.1160
H -4.4224 3.6690 -0.1201
H -3.7634 6.2720 -1.2313
H -3.8673 5.2343 -2.6626
H -2.5299 6.3601 -2.4959
H -3.7279 2.8486 -2.7897
H -4.8336 0.7533 -3.4514
H -3.4882 -1.3955 -3.3975
H -1.1739 -1.2676 -2.6688
H 0.7008 2.7390 -4.9819
H 1.0825 1.5093 -3.7816
H 2.2521 2.7714 -4.1188
H -0.5233 5.2449 -4.4956
H 1.1571 5.6953 -4.1474
H -0.1366 6.1846 -3.0556
H 1.6128 3.8059 -0.4622
H 1.8754 5.2968 -1.3554
H 2.7646 3.8273 -1.7813
O -4.1131 -6.4299 -1.2450
C -3.3613 -5.4775 -1.2197
S -1.8644 -5.3467 -2.1445
C -1.3623 -3.7591 -1.6174
C -2.1697 -3.1466 -0.7344
S -2.1181 -1.5227 0.1369
S -3.6055 -4.0178 -0.2555
S 0.2627 -3.3081 -2.4147
I 3.4674 0.5591 -1.0161
```

highest occupied orbital energy: -0.0557 Ha
electronic energy: -3539.678677 Ha
F_max: 2.33 eV/A
E_LUMO: 4.35 eV
orbital gap: 0.2157 Ha
ΔE to the lowest compared entry with this formula, charge and spin: 38.1 kcal/mol
total charge: -2
multiplicity: 1

***

Q: Which of these has the highest F_max?
A: C3H6ClNO2